Record 1
Molecular formula: C6H9N4
Method: DFT, ωB97M-V/def2-TZVPD

XYZ file:
```
19
Properties=species:S:1:pos:R:3:forces:R:3
C 1.768512 1.561708 -1.063742 -2.5617 0.3264 0.1040
C 2.383811 0.620039 -0.384172 -1.8881 0.0740 -0.7579
C -2.227302 -0.802019 1.539100 -0.1380 1.3961 -0.8581
C 0.279006 1.357107 -1.469636 0.7038 0.6694 -2.7144
C 1.665628 -0.701854 -0.259833 -0.0665 -0.3114 5.9594
C -0.439594 0.510026 -0.517703 2.1363 -1.8125 3.1927
N -2.132831 0.218449 0.914419 0.5571 -2.0942 1.4594
N -1.546846 0.907179 0.017500 -2.5940 2.3984 -1.0369
N 0.237425 -0.457416 0.169526 0.5700 0.4179 -2.5142
N -2.862627 -1.833887 1.965383 -0.8123 -0.3054 -0.2774
H 2.150100 2.551474 -1.242833 0.2975 0.0556 -0.0155
H 3.282751 0.970664 -0.053017 2.7163 -0.4155 1.2590
H -0.303017 2.303206 -1.682545 0.7521 -1.0405 0.5974
H 0.347371 0.874053 -2.494747 -0.3598 0.1374 0.9893
H 1.801839 -1.139616 -1.162472 -0.5505 -1.7658 -2.8768
H 1.988018 -1.505811 0.552482 0.1184 2.0226 -1.7369
H -0.130586 -0.765457 1.088802 0.8428 0.2277 -1.1363
H -2.572863 -2.541535 2.594319 0.9619 -0.0326 1.0014
H -3.688796 -2.126310 1.489170 -0.6853 0.0525 -0.6384
```
Positions in Å, forces in eV/Å.

Computed properties:
**Energy above the lowest of the compared OMol25 structures with the same formula, charge and spin**: 4.8211 eV
**SMILES**: [NH2+]=C=N/N=C1/CC=CCN1
**DFT total energy**: -452.67128 hartree
**Total charge**: +1

Here are the natural (NBO) charges for atoms 1 to 5, given in e:
1. C -0.1374
2. C -0.2262
3. C 0.5242
4. C -0.5424
5. C -0.2405


Record 2
Molecular formula: C6H9N4
Method: DFT, ωB97M-V/def2-TZVPD

XYZ file:
```
19
Properties=species:S:1:pos:R:3:forces:R:3
C -1.633898 -0.573009 0.265958 0.8650 2.2536 1.5832
C -0.845835 0.525450 0.473490 -0.3456 0.8140 1.1083
C -0.337383 -2.344082 -0.534416 5.7108 2.2788 0.3218
C 1.477796 1.119517 -0.575259 -1.3387 0.8380 0.0813
C -1.629955 -1.692039 -0.709209 -3.1928 0.4362 -1.0212
C 1.913061 -1.336518 0.107695 3.6466 0.0652 1.9601
N 0.840667 -2.107135 -0.391709 -5.9754 -1.7420 -0.7646
N 2.134844 0.010007 -0.469804 2.1439 -2.3787 -2.4205
N 0.236659 1.245440 -0.044853 -0.2113 1.3404 0.2710
N 0.153872 2.671179 0.410884 0.2768 -0.7729 0.4733
H -2.367071 -0.570753 1.096613 0.2801 -0.6104 -0.8822
H -1.179045 1.224209 1.293231 -0.2959 -1.4279 -0.6796
H -2.601628 -2.196510 -0.473867 1.3805 -0.6830 -0.1408
H -1.876550 -1.351562 -1.771856 1.2183 -0.5319 1.0164
H 1.816964 -1.146818 1.232539 -0.3342 -0.8163 -1.4439
H 2.942508 -1.923211 -0.058697 -2.4926 1.2337 0.3882
H 2.984232 0.002561 -1.102022 -1.3493 0.0783 1.2331
H 0.543260 3.213901 -0.329788 0.3586 0.3044 -0.5478
H -0.759828 3.034757 0.660574 -0.3447 -0.6797 -0.5361
```
Positions in Å, forces in eV/Å.

Computed properties:
**Energy above the lowest of the compared OMol25 structures with the same formula, charge and spin**: 8.0414 eV
**DFT total energy**: -452.55294 hartree
**Total charge**: +1

Here are the natural (NBO) charges for atoms 1 to 5, given in e:
1. C -0.2790
2. C 0.0410
3. C 0.6390
4. C 0.2746
5. C -0.5916


Record 3
Molecular formula: C6H9N4
Method: DFT, ωB97M-V/def2-TZVPD

XYZ file:
```
19
Properties=species:S:1:pos:R:3:forces:R:3
C 2.145487 -0.761621 0.089178 0.2965 4.7160 3.5845
C 1.198334 -1.315083 -0.633619 -3.0816 1.9505 1.6265
C 1.877256 0.516535 0.773136 7.1985 -4.0034 -1.2458
C -1.908846 -1.097449 0.718067 -0.1047 -1.2873 1.2175
C -0.426295 0.602429 0.165318 0.0933 0.0401 0.1551
C -0.740684 1.657457 -0.886121 -5.1866 -0.2323 1.9222
N 0.729836 1.078187 0.874290 -5.5017 -0.1774 0.9287
N -1.157772 -1.679394 -0.139129 -0.3916 -0.6325 -0.8521
N -1.602434 0.129079 1.116559 3.1525 2.3745 -2.9468
N -0.167608 -0.722912 -0.585170 0.9767 -1.4758 -1.6673
H 3.059240 -1.286792 0.083360 1.2428 0.1144 0.5313
H 1.386593 -2.178667 -1.087957 -0.3300 -3.3468 -2.4373
H 2.781085 0.935780 1.284313 -1.0731 0.0910 -0.6318
H -2.704920 -1.713700 1.137170 0.0815 0.4180 0.1044
H 0.105992 2.182462 -0.961555 3.0872 2.2247 -1.0169
H -1.545497 2.365284 -0.427213 1.4081 -1.1345 -0.8800
H -1.147814 1.289937 -1.826138 0.1205 -0.1124 0.0849
H -1.650533 0.704493 1.937150 -0.6983 -0.5115 0.5276
H -0.231415 -0.706029 -1.631630 -1.2898 0.9847 0.9953
```
Positions in Å, forces in eV/Å.

Computed properties:
**Energy above the lowest of the compared OMol25 structures with the same formula, charge and spin**: 1.8723 eV
**DFT total energy**: -452.55660 hartree
**⟨S²⟩**: 2.012
**2S+1**: 3
**Total charge**: +1

Here are the natural (NBO) charges for atoms 1 to 5, given in e:
1. C -0.2182
2. C -0.0305
3. C -0.0453
4. C 0.2830
5. C 0.3968


Record 4
Molecular formula: C6H9N4O2P2
Method: DFT, ωB97M-V/def2-TZVPD

XYZ file:
```
23
Properties=species:S:1:pos:R:3:forces:R:3
C -2.389723 -0.344579 -3.341767 -0.2421 0.1079 -0.2919
C -1.513252 -0.411488 -2.520404 0.4008 1.0764 0.8600
C -0.658264 -0.032486 -1.397833 -0.8198 -1.3403 1.1465
N 0.374184 0.774547 -1.611387 -0.6848 -0.1276 -1.6383
N 1.232141 1.254301 -0.755496 -0.1866 -0.1555 0.7338
C 1.049920 0.894995 0.503947 0.0633 0.1500 0.6927
P 2.236922 1.603239 1.816034 -0.0171 -0.2391 1.8615
N 3.857075 1.445929 1.225614 -0.7371 0.5771 0.3645
O 1.907385 3.238896 1.777756 -0.1398 -1.4350 -1.2016
C 0.010185 -0.002114 0.956495 -0.3958 0.4312 -2.5814
C -0.885278 -0.496222 -0.047284 2.0637 -0.5368 0.3531
P -2.291759 -1.673189 0.334072 -1.8599 0.4326 0.1377
N -1.973293 -2.584221 1.746562 0.8505 0.1964 -1.4269
O -2.298091 -2.823464 -0.869253 0.5216 1.0247 0.9240
H -3.186850 -0.229872 -4.072229 0.5745 -0.2972 0.3924
H 0.514073 1.052301 -2.587169 0.2298 0.1071 0.3231
H 4.303763 0.800869 1.882338 -0.0773 0.0015 -0.3333
H 4.301151 2.347964 1.433835 -0.0019 -0.1519 -0.5370
H 1.489691 3.446256 0.924225 0.2920 0.4946 0.2498
H -0.082779 -0.293112 2.008501 0.2309 0.1978 -0.4451
H -1.403643 -3.411125 1.556270 0.0239 0.1642 0.3009
H -1.579263 -2.020613 2.495428 -0.2209 -0.2661 0.0919
H -3.014296 -2.536813 -1.458255 0.1322 -0.4119 0.0235
```
Positions in Å, forces in eV/Å.

Computed properties:
**SMILES**: C#Cc1[nH+]nc(P(N)O)cc1P(N)O
**DFT total energy**: -1285.93119 hartree
**Total charge**: +1

Here are the natural (NBO) charges for atoms 1 to 5, given in e:
1. C -0.0348
2. C -0.1404
3. C 0.1953
4. N -0.2120
5. N -0.1582


Record 5
Molecular formula: C6H9N4O5
Method: DFT, ωB97M-V/def2-TZVPD

XYZ file:
```
24
Properties=species:S:1:pos:R:3:forces:R:3
C -0.003177 0.666397 2.648941 -0.8943 1.2939 1.5948
C -0.636172 -0.611320 2.555478 -0.4498 0.7005 0.5209
C 0.905391 1.180540 1.629770 3.0896 -1.2053 -1.1186
C 1.258647 -1.086647 0.044372 0.1520 0.8010 0.6458
C -0.302230 0.540666 -0.534202 1.0913 0.4987 1.2623
C -0.471326 -1.637982 -1.621506 3.2377 -0.8750 0.4129
N -0.164618 1.457923 3.753498 1.3546 -2.0147 -1.3915
N -1.414546 -1.484912 2.680978 2.4598 1.5808 -0.8925
N -1.226894 1.042850 -1.311902 -0.5209 -2.0934 -0.9488
N 0.137171 -0.729438 -0.647322 -1.1246 0.8517 -1.1744
O 0.231751 1.372809 0.301527 -1.1309 1.0505 -0.7535
O -1.950887 -2.522820 2.608061 -1.4697 -1.3852 0.3837
O -0.717037 1.086415 4.767942 -1.0992 0.0070 0.9643
O 1.439747 2.395433 2.002166 -1.3569 -0.5743 1.2271
O 1.598151 -2.251300 -0.333291 1.5483 -2.3770 0.7937
H 1.683808 0.400407 1.305434 -1.0282 1.3404 1.0451
H -1.094667 -1.311046 -2.381030 -0.7340 1.4263 -1.3738
H 0.434167 -2.152952 -1.999315 -1.1493 0.0327 -0.5282
H -1.007333 -2.308873 -1.061148 -1.3555 -1.9667 1.2005
H 0.427650 2.300019 3.832247 -0.3235 0.0740 -0.5456
H -1.813296 0.490681 -1.937099 0.6112 0.1458 0.2879
H -1.491855 1.970597 -1.210211 -0.4003 1.9272 0.4984
H 1.836887 2.950111 1.349841 0.4779 0.0209 -1.0992
H 2.338434 -2.611403 0.240559 -0.9853 0.7403 -1.0113
```
Positions in Å, forces in eV/Å.

Computed properties:
**Energy above the lowest of the compared OMol25 structures with the same formula, charge and spin**: 8.6072 eV
**DFT total energy**: -828.74792 hartree
**Total charge**: +1

Here are the natural (NBO) charges for atoms 1 to 5, given in e:
1. C -0.0880
2. C 0.0795
3. C 0.3383
4. C 0.3666
5. C 0.8674


Record 6
Molecular formula: C6H9N5
Method: DFT, ωB97M-V/def2-TZVPD

XYZ file:
```
20
Properties=species:S:1:pos:R:3:forces:R:3
C 1.585518 -1.614446 -1.705211 -3.4473 0.9438 1.8954
C 0.958950 0.283278 -1.885472 0.8851 -2.7690 0.9873
C -0.069315 0.910264 1.903581 0.4251 0.3050 0.3029
C -0.966165 -0.300711 -0.104580 -0.5084 -1.4704 0.1072
C -0.174379 -0.652837 -1.357703 -2.2823 -0.5847 -2.3863
C 0.560520 0.186574 2.969923 -4.4167 -3.2632 0.9515
N 2.094666 -0.503005 -1.984100 0.7404 1.4947 -1.2973
N 0.523498 -1.980231 -1.205283 1.3982 -1.0283 -0.5038
N -0.345716 0.304968 0.840487 -1.5685 0.3388 -1.4446
N 0.938840 1.511187 -2.224416 -2.6823 -0.2984 1.2254
N -2.220918 -0.828617 -0.043920 0.0997 -0.8703 -1.1131
H -0.158928 1.978283 2.116652 -0.5411 0.1506 -0.9137
H -0.994572 -0.817567 -2.242784 2.0523 0.5601 1.8819
H 0.209803 0.528569 3.890209 -0.0846 1.4711 1.6681
H 0.154252 -0.869125 3.078764 0.9391 0.8181 -0.9158
H 1.551959 0.212333 2.917512 4.3651 0.0871 -0.0936
H 0.134681 2.114544 -2.288804 -0.3352 -0.0143 0.2538
H 1.683633 1.736197 -2.751367 3.4873 1.7539 -2.2332
H -2.641241 -1.661639 -0.625090 1.6266 2.3802 1.1527
H -2.825086 -0.538018 0.701603 -0.1525 -0.0048 0.4753
```
Positions in Å, forces in eV/Å.

Computed properties:
**Energy above the lowest of the compared OMol25 structures with the same formula, charge and spin**: 2.0519 eV
**DFT total energy**: -506.98506 hartree
**Total charge**: +2

Here are the natural (NBO) charges for atoms 1 to 5, given in e:
1. C 0.8783
2. C 0.5438
3. C 0.3568
4. C 0.5042
5. C -0.1497


Record 7
Molecular formula: C6H9NO
Method: DFT, ωB97M-V/def2-TZVPD

XYZ file:
```
17
Properties=species:S:1:pos:R:3:forces:R:3
C 1.378821 -0.152882 -1.441266 1.6577 2.8789 -1.7101
C 0.097085 -1.376890 0.253893 -2.4507 -5.8108 -1.5507
C -0.984055 -0.253021 1.098940 0.0519 -2.8702 -0.9488
C -1.561110 1.127835 0.469648 -2.7378 -2.7603 3.8095
C 0.311853 0.640448 -0.236113 2.7783 2.4767 -4.0744
C 0.562205 -0.266193 0.861501 -0.5246 0.8700 6.3095
H 2.459261 0.320337 -1.234711 -1.8241 -2.6047 0.1723
H 1.328439 0.011391 -2.651739 -0.6591 -0.0632 3.1198
H 0.006698 -1.827115 -1.786982 2.5355 1.3848 1.2759
H -0.067583 -2.478816 0.640955 0.7281 2.4024 -0.2953
H -1.479968 -0.787379 1.954298 0.5281 0.7090 -0.8066
H -2.212348 1.064738 -0.499777 1.0939 0.0563 1.8087
H -2.142744 1.439076 1.464987 0.7430 0.2593 -2.5089
H -0.337256 0.291910 -1.032965 -1.3426 0.0559 1.3396
H 1.336789 -0.443594 1.730966 -1.0938 1.7145 -1.9232
N 0.765631 -1.440556 -1.080061 -1.9680 -0.9924 -1.5215
O -0.384937 1.772195 0.366973 2.4842 2.2940 -2.4957
```
Positions in Å, forces in eV/Å.

Computed properties:
**Energy above the lowest of the compared OMol25 structures with the same formula, charge and spin**: 9.4495 eV
**SMILES**: C1O[C@H]2CN[C@@H]3[C@H]1[C@@H]32
**DFT total energy**: -363.67698 hartree
**Total charge**: 0

Here are the natural (NBO) charges for atoms 1 to 5, given in e:
1. C -0.2559
2. C -0.0216
3. C -0.2386
4. C -0.0875
5. C 0.0724


Record 8
Molecular formula: C6H9NO
Method: DFT, ωB97M-V/def2-TZVPD

XYZ file:
```
17
Properties=species:S:1:pos:R:3:forces:R:3
C -0.110563 -0.597588 -1.624469 -1.1464 1.7530 -3.3641
C 0.683558 -0.880338 0.230063 6.6805 0.0649 -0.1386
C 0.725783 0.393422 1.225196 3.8087 -1.3414 -3.2209
C 0.340057 1.518180 0.109968 1.6613 -3.3328 -0.5674
C -0.891517 0.559758 0.209508 -1.4459 -1.0852 0.4179
C -0.633674 -0.911887 -0.274889 -3.9079 0.8784 -0.0493
H -0.031501 -1.408167 -2.347622 -0.9634 0.3003 -0.7040
H -0.419877 0.570902 -2.006914 -0.2218 -3.4794 0.0364
H 1.404568 -1.737416 0.484366 -1.5058 0.9534 -0.0415
H 1.722759 0.160531 1.677625 -1.1420 1.5186 1.1513
H 1.113318 1.468512 -0.775927 -2.1580 1.0150 1.7155
H -0.076215 2.336516 0.631507 0.5604 1.6197 0.1501
H -1.907886 0.684672 0.001465 -1.6037 1.6578 -0.6164
H -1.035482 -0.569980 1.937024 1.5191 3.5709 -0.2094
H -1.448080 -1.667295 0.071732 1.3880 1.4426 -0.9894
N -0.599652 0.483263 1.629877 -3.8264 -4.0557 3.5996
O 1.164404 -0.403084 -1.178509 2.3033 -1.4802 2.8302
```
Positions in Å, forces in eV/Å.

Computed properties:
**Energy above the lowest of the compared OMol25 structures with the same formula, charge and spin**: 6.6652 eV
**DFT total energy**: -363.77930 hartree
**Total charge**: 0

Here are the natural (NBO) charges for atoms 1 to 5, given in e:
1. C -0.0348
2. C 0.0785
3. C -0.0962
4. C -0.4290
5. C -0.0515